No. 1
DFT (ωB97M-V/def2-TZVPD) results for a structure of composition C28H39BN10O5PdS2.

HOMO (alpha / beta): -13.8 / -13.8 eV
LUMO (alpha / beta): -4.121 / -7.847 eV
F_max: 0.5 eV/Å
Multiplicity: 5
Net charge: +2

The geometry in XYZ format:
```
86
Properties=species:S:1:pos:R:3:lowdin_charge:R:1
Pd -0.0017 0.2546 -0.5759 1.08
C 3.1861 -1.2571 0.4045 -0.02
C 2.9807 0.1978 0.6553 -0.34
C 3.8961 1.1465 1.1259 0.04
C 3.1890 2.3258 1.2516 -0.25
C 3.6576 3.6615 1.7184 0.00
N 1.9182 2.0778 0.8705 0.04
N 1.7938 0.7781 0.4994 -0.01
B 0.6941 2.9812 0.8927 -0.48
N 0.2420 3.2490 -0.6189 0.09
N -0.1437 2.2781 -1.3615 0.07
C -0.4245 2.7777 -2.6455 -0.22
C -0.9382 1.8670 -3.6750 0.02
C -0.1923 4.1387 -2.6327 0.07
C 0.2398 4.4407 -1.3587 -0.16
C 0.6643 5.7215 -0.7674 0.02
N -0.4939 2.3251 1.6079 0.03
N -1.1035 1.1932 1.1523 -0.02
C -2.1875 0.9998 1.9187 -0.35
C -3.1994 -0.0594 1.6540 -0.01
C -2.2537 1.9984 2.8954 0.03
C -1.1757 2.8231 2.6675 -0.25
C -0.7759 4.0580 3.3998 0.00
H 4.1894 -1.4421 0.0171 0.09
H 3.1109 -1.8179 1.3387 0.08
H 2.4458 -1.6598 -0.2844 0.04
H 4.9335 0.9895 1.3688 0.12
H 4.6921 3.5911 2.0453 0.09
H 3.6082 4.4007 0.9178 0.09
H 3.0595 4.0270 2.5527 0.09
H 0.9509 4.0327 1.3814 0.11
H -0.3458 0.9497 -3.6860 0.08
H -1.9616 1.5751 -3.4152 0.11
H -0.9408 2.3386 -4.6535 0.10
H -0.3111 4.8249 -3.4531 0.14
H 0.5245 6.5300 -1.4796 0.10
H 0.1031 5.9371 0.1429 0.10
H 1.7209 5.6716 -0.4917 0.10
H -2.9249 -0.6827 0.8106 0.04
H -3.3505 -0.6871 2.5337 0.07
H -4.1595 0.4082 1.4323 0.10
H -3.0123 2.1210 3.6498 0.13
H -1.4600 4.2229 4.2286 0.09
H 0.2348 3.9754 3.7995 0.09
H -0.8097 4.9356 2.7540 0.09
O 1.7530 -3.0287 -2.0965 0.01
C 0.5364 -2.9052 -1.9750 -0.49
N -0.0841 -2.1954 -0.9948 -0.11
S -1.6631 -2.1241 -1.2529 0.66
O -1.9846 -0.7137 -1.5091 -0.36
O -2.4270 -2.7244 -0.1787 -0.31
C -1.7354 -3.1085 -2.6992 -0.22
C -2.8097 -3.5084 -3.4658 -0.01
C -2.5292 -4.3412 -4.5437 -0.04
C -1.2257 -4.7486 -4.8159 -0.03
C -0.1609 -4.3327 -4.0242 0.01
C -0.4343 -3.5008 -2.9555 -0.13
H -3.8203 -3.1954 -3.2425 0.13
H -3.3370 -4.6823 -5.1766 0.12
H -1.0427 -5.4049 -5.6559 0.12
H 0.8521 -4.6564 -4.2221 0.13
N 3.5854 -1.2507 -3.0886 0.19
C 3.5579 0.2457 -3.0747 -0.03
C 2.1680 0.7525 -2.6685 -0.63
O 2.0079 1.9697 -2.6543 0.07
O 1.3488 -0.1576 -2.3395 -0.11
H 3.4959 -1.6251 -4.0315 0.17
H 2.7816 -1.6475 -2.5345 0.09
H 4.4427 -1.6312 -2.6917 0.17
H 3.8300 0.6341 -4.0520 0.14
H 4.2823 0.6055 -2.3466 0.14
S 0.0857 -1.1236 2.4825 0.92
C -1.0279 -2.2588 3.2144 -0.71
N -1.1075 -2.3219 4.5346 0.05
C -2.0137 -3.2381 5.2364 -0.13
C -3.2089 -3.5276 4.3429 -0.14
C -2.7345 -3.9883 2.9745 -0.12
N -1.7518 -3.0380 2.4449 0.06
H -0.5169 -1.6935 5.0565 0.14
H -2.3181 -2.7570 6.1634 0.13
H -1.4768 -4.1541 5.4895 0.14
H -3.8205 -2.6291 4.2416 0.12
H -3.8281 -4.2985 4.7972 0.13
H -3.5519 -4.0436 2.2584 0.14
H -2.2699 -4.9747 3.0318 0.14
H -1.7163 -2.8966 1.4335 0.07
```



No. 2
DFT (ωB97M-V/def2-TZVPD) results for a structure of composition C28H39BrFeGeN3O5.

HOMO (alpha / beta): -7.8 / -7.3 eV
LUMO (alpha / beta): -1.642 / -1.877 eV
F_max: 0.5 eV/Å
Multiplicity: 6

The geometry in XYZ format:
```
78
Properties=species:S:1:pos:R:3:lowdin_charge:R:1
Fe 0.1486 -0.2427 0.3873 0.79
C -0.5887 -0.0765 3.8919 -0.03
C 0.7552 -0.7186 3.5559 -0.69
C 0.6110 -2.2368 3.5010 -0.03
C 1.7996 -0.3465 4.6054 -0.06
O 1.1894 -0.2904 2.2663 -0.40
Ge 1.9327 1.4471 1.8816 1.00
O 2.2944 0.5830 0.2317 -0.38
C 3.1027 1.0885 -0.8338 -0.69
C 2.2114 1.4529 -2.0153 -0.03
C 4.0712 -0.0183 -1.2473 -0.05
C 3.9005 2.3108 -0.3846 -0.08
O 0.1862 1.7863 1.2183 -0.40
C -0.6306 2.9399 1.0918 -0.69
C -2.0776 2.4719 1.2182 -0.02
C -0.2962 3.9381 2.1958 -0.05
C -0.4083 3.5647 -0.2818 -0.03
H -0.9560 -0.4292 4.8584 0.09
H -1.3262 -0.3227 3.1256 0.07
H -0.4919 1.0099 3.9321 0.07
H 0.3535 -2.6369 4.4834 0.09
H 1.5488 -2.6889 3.1728 0.09
H -0.1781 -2.5155 2.8016 0.06
H 1.5256 -0.7625 5.5767 0.09
H 1.8849 0.7361 4.7116 0.06
H 2.7768 -0.7410 4.3205 0.09
H 1.5737 0.6109 -2.2855 0.07
H 2.8187 1.7437 -2.8761 0.09
H 1.5558 2.2827 -1.7552 0.07
H 3.5222 -0.8594 -1.6745 0.07
H 4.6417 -0.3633 -0.3818 0.09
H 4.7716 0.3407 -2.0039 0.09
H 3.2335 3.1206 -0.0786 0.06
H 4.5147 2.6784 -1.2087 0.09
H 4.5559 2.0693 0.4547 0.08
H -2.2491 2.0388 2.2054 0.08
H -2.2812 1.7091 0.4640 0.07
H -2.7730 3.3012 1.0731 0.09
H -0.4202 3.4755 3.1774 0.08
H -0.9535 4.8080 2.1395 0.09
H 0.7358 4.2841 2.1064 0.07
H -0.5909 2.8144 -1.0531 0.07
H 0.6216 3.9179 -0.3749 0.08
H -1.0770 4.4138 -0.4399 0.09
Br 1.0764 -7.6451 -7.4855 0.76
C 0.6453 -7.5105 -5.6540 -0.69
C 1.4224 -8.1880 -4.7179 -0.12
C 1.1062 -8.0886 -3.3825 -0.01
C 0.0145 -7.3038 -2.9604 -0.28
C -0.7622 -6.6335 -3.9260 0.00
C -0.4435 -6.7401 -5.2641 -0.12
N -0.1964 -7.2231 -1.6162 0.08
N -1.2535 -6.5543 -1.2152 0.09
C -1.2211 -5.3979 -0.6582 -0.20
C -2.5259 -4.8890 -0.2309 0.02
C -2.7113 -3.6507 0.2301 0.03
C -1.5862 -2.7281 0.3602 -0.30
O -1.7131 -1.6152 0.8405 0.06
C -0.2384 -3.2272 -0.0547 -0.12
N 0.7492 -2.3481 0.0888 0.10
C 2.0010 -2.7411 -0.0784 -0.07
C 2.3135 -4.0507 -0.4253 0.00
C 1.2921 -4.9535 -0.6430 0.02
C -0.0323 -4.5434 -0.4644 -0.05
H 2.2615 -8.7864 -5.0432 0.10
H 1.6868 -8.6083 -2.6317 0.12
H -1.6130 -6.0411 -3.6193 0.11
H -1.0366 -6.2286 -6.0092 0.10
H -3.3466 -5.5871 -0.3351 0.12
H -3.6810 -3.2809 0.5338 0.13
H 2.7543 -1.9792 0.0753 0.10
H 3.3470 -4.3485 -0.5332 0.12
H 1.5130 -5.9708 -0.9280 0.10
C -1.9082 0.0453 -1.8537 -0.28
O -0.6341 -0.0024 -1.3171 -0.39
H -2.1613 1.0525 -2.2216 0.06
H -2.6969 -0.2305 -1.1340 0.06
H -2.0116 -0.6344 -2.7148 0.06
```



No. 3
DFT (ωB97M-V/def2-TZVPD) results for a cluster of 6 separate species, C28H39ClF15N2O16P2S in total at a distorted geometry.

HOMO: -5.0 eV
LUMO: 1.773 eV
F_max: 1.2 eV/Å
Net charge: -1

The geometry in XYZ format:
```
104
Properties=species:S:1:pos:R:3:lowdin_charge:R:1
C -4.4171 4.5722 2.8106 0.01
C -3.8239 4.7723 4.1777 -0.53
O -4.4387 4.6998 5.1970 0.13
O -2.4886 5.1061 4.0875 0.03
C -1.5611 4.4307 4.9110 -0.55
O -1.7371 4.2874 6.0835 0.11
C -0.3530 4.0293 4.1448 -0.22
P -0.3870 2.4092 3.0339 0.46
N 0.7937 1.5104 4.0341 -0.18
C 0.9875 3.1090 1.9308 -0.30
C 0.5409 4.0621 0.8121 -0.15
C -0.3956 3.4257 -0.1706 -0.53
O -0.1760 2.3882 -0.7288 0.09
O -1.5448 4.1431 -0.4093 0.07
N -0.4962 0.9446 1.7274 -0.09
C 0.1809 -0.0255 1.8113 -0.94
S 1.2113 -1.2532 1.7129 0.52
P -2.2322 1.5930 4.0944 0.49
O -2.8449 0.5253 2.9800 -0.46
Cl -1.7041 0.2359 5.5528 0.18
H -3.9156 3.7289 2.3360 0.05
H -5.4778 4.3607 2.9201 0.08
H -4.2906 5.4665 2.2014 0.09
H 0.4834 4.0326 4.8404 0.09
H -0.1691 4.8322 3.4256 0.07
H -1.4360 3.0621 2.2365 0.00
H 1.7538 1.6925 3.7575 0.02
H 0.7281 1.7641 5.0131 0.01
H 1.5912 2.3106 1.4983 0.07
H 1.6577 3.6867 2.5741 0.08
H 1.4332 4.3429 0.2406 0.12
H 0.1372 4.9909 1.2135 0.11
H -2.2728 3.5059 -0.4272 0.11
H -3.3954 1.0304 2.3688 0.03
C 6.8877 -1.5599 3.2093 -0.05
C 6.5501 -1.3165 1.7548 -0.20
O 5.7370 -0.1345 1.6073 0.04
C 6.3898 1.0146 1.5589 -0.40
O 7.5752 1.1758 1.6156 0.16
C 5.3987 2.1797 1.3502 -0.55
F 4.3452 2.0878 2.1613 0.17
F 4.9651 2.1774 0.0817 0.17
F 5.9995 3.3481 1.5800 0.16
H 5.9771 -1.6168 3.8058 0.09
H 7.4348 -2.4971 3.3122 0.08
H 7.5034 -0.7537 3.6082 0.08
H 5.9449 -2.1270 1.3575 0.12
H 7.4432 -1.2233 1.1427 0.11
C -3.5659 -2.0990 1.4901 -0.05
C -3.1791 -2.2828 0.0434 -0.17
O -3.9079 -3.3851 -0.5667 0.04
C -5.1151 -3.1145 -1.0079 -0.41
O -5.6955 -2.0659 -0.9803 0.15
C -5.7333 -4.3771 -1.6464 -0.54
F -5.5225 -5.4671 -0.9029 0.17
F -5.2015 -4.5881 -2.8584 0.17
F -7.0528 -4.2253 -1.7950 0.15
H -3.4183 -3.0257 2.0464 0.09
H -2.9523 -1.3192 1.9379 0.05
H -4.6148 -1.8137 1.5883 0.08
H -2.1304 -2.5560 -0.0475 0.12
H -3.3449 -1.3786 -0.5406 0.12
C -8.9391 -1.2984 -0.3631 -0.06
C -9.1133 -1.3578 -1.8615 -0.19
O -10.1325 -0.4312 -2.3097 0.03
C -9.7512 0.8228 -2.4842 -0.41
O -8.6621 1.2853 -2.3182 0.17
C -10.9446 1.6551 -3.0010 -0.55
F -12.0700 1.3734 -2.3336 0.16
F -11.1562 1.3896 -4.3000 0.16
F -10.6998 2.9561 -2.8766 0.17
H -9.8889 -1.4709 0.1454 0.08
H -8.2250 -2.0583 -0.0513 0.07
H -8.5618 -0.3253 -0.0502 0.08
H -9.4703 -2.3363 -2.1751 0.12
H -8.1770 -1.1559 -2.3790 0.12
C 11.3199 -2.3474 -4.1459 -0.06
C 11.0778 -2.9758 -2.7917 -0.20
O 9.8387 -2.5108 -2.2190 0.03
C 8.7407 -3.1346 -2.6230 -0.40
O 8.6686 -4.0370 -3.4029 0.17
C 7.5158 -2.5474 -1.8915 -0.54
F 7.5689 -1.2120 -1.8456 0.17
F 7.4882 -3.0033 -0.6269 0.16
F 6.3908 -2.9065 -2.4929 0.19
H 11.2947 -1.2601 -4.0711 0.08
H 12.2945 -2.6502 -4.5279 0.08
H 10.5577 -2.6553 -4.8610 0.08
H 11.8449 -2.6787 -2.0798 0.12
H 11.0667 -4.0634 -2.8485 0.12
C -0.2414 -0.2390 -2.5081 -0.05
C 1.1806 -0.4967 -2.9384 -0.17
O 1.4017 -1.9010 -3.2362 0.04
C 1.0613 -2.3066 -4.4415 -0.41
O 0.5985 -1.6567 -5.3348 0.16
C 1.3956 -3.8065 -4.5941 -0.54
F 1.0301 -4.5102 -3.5186 0.17
F 2.7187 -3.9638 -4.7645 0.16
F 0.7791 -4.3204 -5.6579 0.16
H -0.4945 -0.8661 -1.6519 0.07
H -0.3498 0.8024 -2.2147 0.05
H -0.9448 -0.4594 -3.3134 0.08
H 1.8724 -0.2701 -2.1304 0.13
H 1.4573 0.0990 -3.8074 0.12
```



No. 4
DFT (ωB97M-V/def2-TZVPD) results for a cluster of 6 separate species, C28H39ClF15N2O16P2S in total at a distorted geometry.

HOMO: -4.9 eV
LUMO: 1.726 eV
F_max: 7.7 eV/Å
Net charge: -1

The geometry in XYZ format:
```
104
Properties=species:S:1:pos:R:3:lowdin_charge:R:1
C -4.2126 5.0430 0.3102 0.00
C -5.4491 4.2289 0.9572 -0.43
O -6.5194 4.2211 0.3253 0.07
O -5.2018 3.6368 2.2283 0.01
C -5.5726 2.2521 2.2846 -0.45
O -6.7287 1.8308 2.0008 0.02
C -4.4618 1.2392 2.8211 -0.24
P -3.1529 0.6719 1.5393 0.30
N -3.6644 -1.0526 1.6385 -0.22
C -1.9250 0.3185 2.9627 -0.31
C -1.0805 1.5877 3.4653 -0.14
C -0.1509 2.2554 2.3640 -0.39
O 0.6686 1.6442 1.6359 0.03
O -0.2938 3.6868 2.2071 0.00
N -1.7958 0.2980 0.3750 -0.15
C -1.7943 -0.9507 0.0597 -0.78
S -1.2850 -2.5535 -0.0595 0.47
P -4.4435 1.0640 -0.2003 0.55
O -3.3709 1.3872 -1.5321 -0.46
Cl -5.5271 -0.6372 -0.8271 0.15
H -3.3854 4.2870 0.0959 0.06
H -4.5438 5.5141 -0.6768 0.09
H -3.8751 5.9025 0.9962 0.09
H -4.9654 0.3792 3.4030 0.10
H -3.8838 1.8285 3.6340 0.09
H -2.7298 2.0756 1.4455 0.02
H -3.1877 -1.5419 2.4221 0.03
H -4.6658 -1.1538 1.8511 0.02
H -1.1868 -0.5393 2.7338 0.09
H -2.5344 -0.0387 3.8811 0.09
H -0.3704 1.2022 4.2931 0.12
H -1.7719 2.3347 3.9981 0.11
H -0.4887 3.8263 1.2475 0.11
H -3.0745 2.3272 -1.4495 0.04
C -1.2207 -7.3156 3.4491 -0.05
C 0.0709 -6.5390 3.2852 -0.22
O -0.1278 -5.1564 3.6158 0.03
C -0.0554 -4.8460 4.9266 -0.37
O 0.1579 -5.6431 5.8037 0.16
C -0.2368 -3.3458 5.1234 -0.52
F -1.2408 -2.8521 4.3765 0.15
F 0.8723 -2.6584 4.7809 0.16
F -0.5127 -3.0133 6.3980 0.15
H -2.0215 -6.8561 2.8644 0.09
H -1.0927 -8.3498 3.1233 0.08
H -1.5479 -7.3181 4.4917 0.08
H 0.3874 -6.5701 2.2410 0.12
H 0.8782 -6.9708 3.8791 0.11
C -1.7967 1.1205 -4.0590 -0.06
C -0.2923 1.3011 -4.0647 -0.19
O 0.1919 1.4836 -5.4084 0.03
C 0.1197 2.7348 -5.8963 -0.37
O -0.3175 3.6779 -5.2878 0.15
C 0.7079 2.7924 -7.3038 -0.51
F 0.3114 1.7579 -8.0737 0.15
F 2.0568 2.7592 -7.2848 0.16
F 0.3608 3.9130 -7.9661 0.15
H -2.0879 0.3020 -4.7225 0.09
H -2.1553 0.9039 -3.0508 0.05
H -2.3022 2.0196 -4.4212 0.08
H 0.1872 0.3992 -3.6783 0.13
H 0.0164 2.1300 -3.4223 0.13
C -2.2653 6.3553 -6.2218 -0.06
C -0.9723 7.1232 -6.4057 -0.20
O -1.1645 8.5163 -6.1069 0.02
C -1.0894 8.8579 -4.8048 -0.37
O -0.8801 8.0814 -3.9108 0.17
C -1.2634 10.3657 -4.6395 -0.51
F -2.2665 10.8572 -5.3975 0.15
F -0.1496 11.0401 -4.9960 0.15
F -1.5375 10.7204 -3.3718 0.16
H -3.0666 6.8034 -6.8153 0.08
H -2.1409 5.3141 -6.5235 0.07
H -2.5906 6.3775 -5.1790 0.08
H -0.6569 7.0670 -7.4500 0.13
H -0.1645 6.7012 -5.8025 0.12
C 6.9598 -8.9351 5.1722 -0.06
C 5.6719 -9.5682 4.6841 -0.21
O 4.7300 -8.5580 4.2931 0.02
C 4.8715 -8.0702 3.0432 -0.37
O 5.7206 -8.4260 2.2694 0.17
C 3.7804 -7.0448 2.7453 -0.51
F 3.5777 -6.1911 3.7703 0.16
F 2.5905 -7.6356 2.5003 0.14
F 4.0588 -6.2860 1.6729 0.17
H 6.7565 -8.2203 5.9734 0.08
H 7.6475 -9.6973 5.5437 0.08
H 7.4547 -8.3829 4.3698 0.08
H 5.2082 -10.1317 5.4968 0.13
H 5.8529 -10.2714 3.8671 0.12
C 2.8248 0.9186 -0.4095 -0.06
C 3.7188 -0.1361 0.2091 -0.19
O 4.3618 -0.9192 -0.8128 0.02
C 5.4830 -0.3943 -1.3417 -0.38
O 5.9579 0.6630 -1.0163 0.16
C 6.0818 -1.3483 -2.3726 -0.51
F 5.1489 -1.8792 -3.1901 0.15
F 6.7120 -2.3884 -1.7859 0.15
F 6.9875 -0.7507 -3.1686 0.15
H 2.1088 0.4601 -1.0964 0.08
H 2.2763 1.4604 0.3639 0.05
H 3.4090 1.6377 -0.9903 0.08
H 3.1148 -0.8276 0.8006 0.13
H 4.4562 0.3062 0.8841 0.12
```



No. 5
DFT (ωB97M-V/def2-TZVPD) results for the ion C28H39N2O3 with charge +1.

HOMO: -11.5 eV
SMILES string: CCCCCCCCCCOC(=O)Cn1c(COc2cccc(C)c2)[n+](C)c2ccccc21
LUMO: -2.855 eV
F_max: 1.0 eV/Å
Net charge: +1

The geometry in XYZ format:
```
72
Properties=species:S:1:pos:R:3:lowdin_charge:R:1
C 5.9719 4.5244 5.3060 -0.12
C 5.1769 4.8063 4.0368 -0.28
C 6.0963 5.0264 2.8371 -0.23
C 5.3551 5.4376 1.5646 -0.22
C 4.4834 4.3260 0.9831 -0.22
C 3.8262 4.7609 -0.3252 -0.22
C 3.0367 3.6477 -1.0144 -0.22
C 1.8089 3.2025 -0.2213 -0.21
C 0.9576 2.2169 -1.0188 -0.17
C -0.2441 1.7512 -0.2050 -0.14
O -1.1381 0.9437 -0.9918 0.03
C -0.8580 -0.3271 -1.1353 -0.48
O 0.0782 -0.9266 -0.6767 0.14
C -1.9332 -1.0166 -1.9989 0.03
N -1.7627 -2.4433 -1.9506 0.08
C -1.6120 -3.1875 -0.8491 -0.10
C -1.7194 -2.7226 0.5646 -0.10
O -2.5159 -1.5747 0.6244 -0.05
C -2.3102 -0.6718 1.6599 -0.24
C -1.5267 -0.9156 2.7747 -0.02
C -1.3830 0.0862 3.7244 -0.06
C -2.0107 1.3048 3.5692 -0.04
C -2.8157 1.5481 2.4595 -0.27
C -3.5199 2.8583 2.3033 -0.04
C -2.9579 0.5496 1.5102 0.02
N -1.3434 -4.4560 -1.1800 0.02
C -1.1028 -5.5331 -0.2557 0.03
C -1.3136 -4.5500 -2.5579 -0.12
C -1.0870 -5.6181 -3.4169 0.01
C -1.1350 -5.3553 -4.7705 -0.05
C -1.4000 -4.0746 -5.2605 -0.05
C -1.6275 -3.0075 -4.4156 0.02
C -1.5788 -3.2605 -3.0506 -0.11
H 6.5864 3.6353 5.1816 0.07
H 5.3048 4.3655 6.1502 0.07
H 6.6265 5.3608 5.5396 0.07
H 4.5072 3.9662 3.8423 0.10
H 4.5615 5.6966 4.1855 0.11
H 6.8120 5.8121 3.0899 0.11
H 6.6653 4.1136 2.6453 0.11
H 4.7325 6.3099 1.7765 0.12
H 6.0907 5.7340 0.8129 0.11
H 3.7134 4.0557 1.7060 0.10
H 5.1012 3.4434 0.8007 0.12
H 4.6044 5.1047 -1.0101 0.11
H 3.1628 5.6068 -0.1320 0.12
H 3.6913 2.7892 -1.1793 0.12
H 2.7101 4.0078 -1.9929 0.11
H 1.2063 4.0774 0.0312 0.12
H 2.1216 2.7299 0.7104 0.11
H 0.6022 2.6934 -1.9349 0.13
H 1.5615 1.3504 -1.2964 0.12
H 0.0778 1.1756 0.6678 0.13
H -0.8519 2.5974 0.1179 0.14
H -1.8258 -0.6803 -3.0312 0.14
H -2.9178 -0.7228 -1.6278 0.15
H -2.1504 -3.5260 1.1821 0.15
H -0.6978 -2.5157 0.9251 0.14
H -1.0356 -1.8629 2.9322 0.11
H -0.7715 -0.0997 4.5937 0.11
H -1.8858 2.0740 4.3155 0.12
H -4.3986 2.8833 2.9473 0.09
H -3.8467 3.0103 1.2781 0.08
H -2.8726 3.6811 2.5983 0.08
H -3.5750 0.7058 0.6388 0.13
H -1.9961 -5.7402 0.3362 0.11
H -0.8411 -6.4272 -0.8152 0.10
H -0.2798 -5.2839 0.4145 0.12
H -0.8848 -6.6122 -3.0535 0.11
H -0.9649 -6.1582 -5.4696 0.12
H -1.4284 -3.9179 -6.3268 0.12
H -1.8358 -2.0264 -4.8097 0.12
```



In order of appearance, energy relative to the best compared isomer or geometry (same formula, charge and spin) = 0.0 0.0 0.0 97.0 5.3 kcal/mol.